80
Properties=species:S:1:pos:R:3:forces:R:3 method="wB97M-V/def2-TZVPD" s_squared=2.0328 mol_weight_g_mol=712.027 e_homo_ev="-12.7 / -12.9" spin_multiplicity=3 energy_ha=-5060.4938 charge=+2 gap_ev="6.047 / 3.640"
C -0.435223 5.576867 -3.548149 0.0497 -0.6035 -0.1629
C -0.585979 4.271357 -4.099112 0.5159 1.0248 -2.0497
C -0.924974 4.174553 -5.472045 -0.1028 0.1529 0.4663
C -1.140995 5.337001 -6.190883 0.1056 0.0649 0.2899
N -1.016069 6.545170 -5.654130 -0.0847 0.3836 -0.2466
C -0.674023 6.671956 -4.378712 -0.0487 -0.5825 0.1969
C -0.426300 3.080020 -3.377903 -1.2373 -2.4681 4.2413
C -0.600240 2.251401 -2.410853 -0.2357 5.3840 -3.1275
C -1.368333 2.509931 -1.155561 -0.0624 -0.0891 0.3445
C -0.675665 2.403668 0.055617 0.4395 0.3630 -0.7922
C -1.350202 2.570852 1.240097 0.4953 0.2896 1.7165
C -2.710838 2.903464 1.342242 0.9538 -1.4457 -3.4833
C -3.411579 2.929247 0.097699 0.8906 0.3671 0.5166
C -2.729097 2.831431 -1.131995 0.0264 -0.4724 0.0843
Pd 0.124667 0.466859 -2.028318 2.1144 -0.9757 0.2151
P 2.077156 -0.920561 0.294789 0.9237 -0.3942 0.5838
H -1.040616 3.218471 -5.969074 0.0594 -0.0098 0.2031
H -0.153416 5.754797 -2.514579 -0.0318 -0.2689 -0.1225
H -1.428457 5.298782 -7.233782 0.0314 -0.0080 -0.0277
H -0.589321 7.685835 -3.991032 0.0107 -0.1963 -0.0636
H -3.230731 2.946149 -2.105831 -0.0727 -0.1660 0.7360
H 0.429106 2.324181 -0.014511 -0.8598 -0.3051 0.4789
H -4.480950 3.002500 0.082822 -0.3596 0.3609 0.0638
H -0.755938 2.410966 2.161421 -0.5280 0.5002 -0.4707
C 1.997552 -2.408515 1.458251 -0.5316 0.4016 -0.2866
C 2.859550 -3.623281 1.150546 0.0888 -0.3225 0.2816
H 0.939334 -2.696438 1.485469 0.3427 -0.1666 0.0976
H 2.202792 -2.006611 2.462398 0.1363 -0.0721 -0.2141
H 2.736637 -4.343968 1.970855 0.1150 0.0740 -0.2291
H 2.547837 -4.135299 0.230518 0.1301 0.2191 0.1472
H 3.926913 -3.380944 1.082824 -0.2852 -0.0602 -0.0275
C 3.088333 -1.491637 -1.133292 -0.2240 -0.4681 -0.0944
C 3.733643 -0.342903 -1.900347 -0.1939 -0.0116 -0.3025
H 2.373204 -2.021063 -1.777563 0.3319 0.1104 0.0163
H 3.840819 -2.234191 -0.839605 -0.1927 0.2031 0.0317
H 3.909407 -0.650336 -2.931129 0.1630 0.0123 0.0324
H 3.064439 0.520110 -1.957278 0.0193 0.1525 0.0523
H 4.684853 -0.023987 -1.473123 -0.1283 0.0182 0.0543
C 3.300217 0.090116 1.228495 -0.1529 0.2947 -0.0160
C 4.624851 -0.579255 1.585463 0.2700 0.0919 0.1510
H 2.770772 0.396905 2.143064 0.3139 0.0615 -0.2873
H 3.459667 0.999939 0.637334 0.0590 -0.0661 0.1262
H 5.300841 0.171956 2.012332 -0.0879 -0.1758 -0.0582
H 4.491254 -1.357977 2.345281 0.0216 0.0771 -0.1851
H 5.146113 -1.021711 0.727575 -0.2133 0.1014 0.1377
Br -3.510712 2.920908 2.976947 -0.7490 0.1583 1.1182
P -0.764533 -1.237374 -1.037235 -1.9524 -2.8684 1.0963
C -0.125375 -3.002920 -1.334247 0.0315 0.0871 -0.2297
C -1.145067 -4.074448 -1.723333 -0.4083 -0.5324 -0.1859
H 0.360981 -3.317896 -0.399200 -0.1269 0.3587 -0.1668
H 0.685491 -2.984445 -2.062506 -0.2066 0.1395 -0.2003
H -0.680308 -4.987725 -2.132070 0.1222 0.4421 0.2953
H -1.782744 -4.389963 -0.893092 0.3770 -0.0092 -0.1142
H -1.820190 -3.722571 -2.492241 0.0496 -0.1540 -0.0110
C -1.522660 -1.651339 0.640709 0.2396 0.5224 0.8728
C -2.873699 -2.396319 0.672007 -0.1763 -0.1897 -0.1219
H -1.632489 -0.740265 1.244892 0.0627 -0.0891 -0.3720
H -0.793726 -2.278245 1.183167 -0.2391 0.3834 -0.2988
H -3.180285 -2.642674 1.712596 0.3894 0.2551 -0.5440
H -3.693505 -1.804796 0.241702 0.2372 -0.2616 0.2238
H -2.808505 -3.346625 0.131356 -0.2574 0.3726 0.2170
C -2.341956 -0.821580 -1.938027 0.0913 -0.0911 0.2228
C -2.604413 -1.657291 -3.177544 -0.6085 0.0634 -0.5581
H -2.233979 0.239748 -2.214174 -0.2158 -0.3276 0.0667
H -3.166369 -0.866691 -1.213561 0.2853 0.1441 -0.4121
H -2.987909 -1.001605 -3.968964 0.0226 -0.3196 0.0720
H -1.686184 -2.128745 -3.545205 -0.3289 0.1199 -0.1353
H -3.373335 -2.425020 -2.970923 0.5087 0.2817 -0.2537
S 0.253665 0.090470 2.897901 -0.2771 0.3002 -0.4768
C 0.128491 -0.309256 4.516506 -0.7813 -0.2056 1.1364
N -1.073335 -0.790332 5.025557 0.9647 -0.5541 1.1444
C -1.211962 -1.219890 6.317133 -0.2562 0.5839 -1.4564
C -0.192696 -0.983286 7.216977 0.6334 0.0267 0.3587
C 1.041505 -0.485958 6.754429 -0.2233 -0.1235 0.4677
C 1.195268 -0.172242 5.414141 0.0988 0.0955 -0.2925
H -1.866208 -0.848610 4.399802 0.0022 -0.1252 -0.1932
H -2.144513 -1.745743 6.539554 0.2690 0.4867 0.1275
H -0.358385 -1.177921 8.281056 0.1465 -0.1666 -0.4963
H 1.889423 -0.365994 7.442429 -0.5204 0.0139 -0.2687
H 2.119169 0.220810 4.987194 -0.1788 -0.1987 0.3504



17
Properties=species:S:1:pos:R:3:forces:R:3 method="wB97M-V/def2-TZVPD" smiles="C[C@H](C=O)NCN" mol_weight_g_mol=102.137 e_homo_ev=-8.5 energy_ha=-343.1270 gap_ev=9.432
C 1.344353 -1.508915 -1.001134 -0.4952 0.9986 -0.1976
C 0.917154 -0.162287 -0.387023 0.1905 -0.3641 -0.1066
C 1.173507 -0.235148 1.131628 0.2437 0.0142 -0.6770
O 0.680244 -1.086049 1.812875 -0.2012 -0.0637 0.4489
N -0.431542 0.160801 -0.722562 -0.2359 0.4551 -0.3038
C -0.971779 1.395057 -0.213134 -0.1213 0.0168 -0.0065
N -2.434269 1.380748 -0.385314 0.7722 0.4665 0.2017
H 0.784615 -2.281716 -0.496277 0.2163 -0.4662 0.2317
H 2.423970 -1.602697 -0.923366 -0.0089 -0.4101 0.1059
H 1.051510 -1.520967 -2.052690 0.1521 0.0594 0.0078
H 1.556827 0.625631 -0.796544 0.1124 0.1349 0.0489
H 1.885301 0.510424 1.543417 -0.0393 -0.0336 0.1809
H -1.138520 -0.541479 -0.832808 0.1244 -0.4273 0.2521
H -0.682939 1.584922 0.833323 -0.1426 -0.2456 0.1162
H -0.532954 2.235814 -0.756370 -0.0451 0.0867 -0.2393
H -2.855217 1.321339 0.530787 -0.2266 -0.1149 0.0274
H -2.691352 2.287399 -0.754147 -0.2958 -0.1067 -0.0908